Here is C2HClS2 in the gas phase at a distorted geometry from the Open Molecules 2025 dataset. Energies are from ωB97M-V with the def2-TZVPD basis set.

Bonds (Å) are listed after each position.
Element x y z (Å)
1 C 0.494 0.557 -0.247  C2 1.691, S3 1.632, H6 1.196
2 C 2.003 -0.199 -0.133  C1 1.691, S4 1.601, Cl5 1.651
3 S 0.454 2.180 -0.087  C1 1.632
4 S 2.081 -1.797 -0.098  C2 1.601
5 Cl 3.199 0.922 0.066  C2 1.651
6 H -0.506 -0.075 -0.076  C1 1.196

- ΔE to the lowest compared entry with this formula, charge and spin: 60.7 kJ/mol
- Orbital gap: 7.3 eV